Record 1
Formula: C23H31BFIrNO2
Source: OMol25
Level of theory: wB97M-V/def2-TZVPD

Properties
E_LUMO (alpha / beta) ... -5.68 / -8.83 eV
HOMO-LUMO gap (alpha / beta) ... 8.36 / 6.18 eV
Charge ... +2
HOMO energy (alpha / beta) ... -0.516 / -0.552 Eh
Spin multiplicity ... 6

Positions of all 60 atoms, in Å:
Ir1 1.6838 -1.2927 -1.3593
H1 1.2495 -0.8438 2.6109
H2 -1.5069 -2.1462 -3.5003
H3 -3.1066 6.2751 3.0618
C1 -3.0675 4.2479 3.8963
H4 -1.3897 -4.1583 -3.0441
H5 -1.8596 6.0310 4.3033
C2 3.0520 -2.3653 -2.8510
H6 -3.3813 4.0713 6.0205
C3 1.9119 -1.8885 -3.5678
H7 0.3903 -4.9093 -0.0801
H8 -5.1832 4.4136 4.2564
C4 1.0055 -0.6426 0.5602
F1 -0.8655 -0.1184 -0.9743
H9 4.5007 -1.7374 -4.3036
C5 -0.4124 3.8805 1.1147
C6 4.4241 -1.8605 -3.2256
H10 -3.5519 6.1495 4.7532
H11 -4.7816 4.3888 2.5422
H12 4.7442 -2.9238 -0.7823
C7 -0.8601 -4.0934 -2.0973
C8 -0.4991 2.5031 0.9224
C9 -0.5805 -1.8994 -4.0059
O1 -1.2953 0.4223 1.3209
H13 -1.7083 3.7822 5.5473
H14 4.7022 -4.4369 -1.6714
C10 2.1136 -0.8672 -4.6545
C11 -2.7472 3.6145 5.2598
H15 1.2025 -0.3333 -4.8988
C12 -2.8715 5.7616 3.9957
C13 0.6235 -2.4284 -3.2809
H16 -2.9152 1.6015 3.2036
C14 2.8902 -3.3301 -1.8084
H17 3.8645 -4.3065 -0.1361
H18 -0.6158 -2.3189 -5.0155
H19 2.4545 -1.3708 -5.5631
H20 -4.7482 2.8931 3.4883
C15 1.6031 -3.8563 -1.5238
C16 -1.4051 1.6913 1.6928
C17 4.1077 -3.7675 -1.0434
H21 -0.7534 -5.1034 -1.7144
C18 -4.5269 3.9603 3.5125
H22 -1.4903 -3.5324 -1.4031
O2 0.1684 1.7623 0.0670
H23 0.2649 4.4897 0.5342
H24 -2.9417 2.5417 5.2726
H25 -0.5416 -0.8176 -4.1059
H26 4.6494 -0.8950 -2.7693
H27 5.1961 -2.5594 -2.9203
N1 1.4664 -0.9734 1.6261
C19 1.4249 -4.8318 -0.3944
C20 0.4806 -3.4426 -2.2942
H28 2.8718 -0.1367 -4.3825
C21 -1.2405 4.4013 2.0720
H29 1.7621 -5.8265 -0.6981
B1 -0.3575 0.3800 0.1981
H30 -1.2157 5.4637 2.2605
C22 -2.1633 3.6043 2.8528
C23 -2.2338 2.2278 2.6471
H31 2.0089 -4.5443 0.4761

---

Record 2
Formula: C2H8IN2
Source: OMol25
Level of theory: wB97M-V/def2-TZVPD

Properties
E_LUMO ... -4.62 eV
HOMO-LUMO gap ... 8.84 eV
Charge ... +1
Structure (SMILES) ... [NH3+]CCNI
HOMO energy ... -0.495 Eh

Positions of all 13 atoms, in Å:
N1 0.2871 -1.2446 0.4922
I1 -1.5405 1.5707 2.0034
H1 0.8882 1.1078 -1.2696
H2 -0.4603 -1.1115 1.2628
C1 -0.1901 -0.7409 -0.8006
H3 0.8984 -0.3445 0.7253
H4 0.7610 1.8047 0.8468
H5 0.6486 -1.0368 -1.4336
H6 -0.8481 1.3883 -1.2358
C2 -0.0635 0.8426 -0.7721
H7 -1.1700 -1.2154 -1.1243
H8 0.7429 -2.1693 0.6381
N2 0.0462 1.1486 0.6674

---

Record 3
Formula: C3H9O
Source: OMol25
Level of theory: wB97M-V/def2-TZVPD

Properties
E_LUMO ... -6.95 eV
HOMO-LUMO gap ... 10.95 eV
Charge ... +1
HOMO energy ... -0.658 Eh

Positions of all 13 atoms, in Å:
C1 -1.7403 0.0577 -0.0937
H1 1.4512 -1.0233 0.6921
O1 1.4537 0.6337 -0.8725
H2 -2.1962 0.8520 -0.6735
H3 -0.2200 -1.8057 0.4722
H4 -1.7846 -0.9490 -0.4918
H5 0.6791 0.0532 -1.0267
H6 0.0372 1.0523 0.8634
C2 0.3772 -0.9886 0.8414
H7 -2.1296 0.0733 0.9260
H8 0.3531 -0.7760 1.9129
C3 -0.1950 0.2962 0.1271
H9 1.2506 1.5670 -1.0609

---

Record 4
Formula: C2F3I3NO
Source: OMol25
Level of theory: wB97M-V/def2-TZVPD

Properties
E_LUMO (alpha / beta) ... 2.04 / 2.73 eV
HOMO-LUMO gap (alpha / beta) ... 5.93 / 7.19 eV
Charge ... -1
HOMO energy (alpha / beta) ... -0.143 / -0.164 Eh

Positions of all 10 atoms, in Å:
O1 -0.6962 0.2599 -1.6420
I1 1.6226 0.8732 -1.7590
I2 -1.5747 2.0612 0.9809
C1 -1.6150 -0.0896 0.4184
F1 -0.8465 -0.5801 1.4081
F2 -2.9386 -0.5112 0.5865
N1 -1.1332 -0.5254 -0.7446
F3 2.3267 -1.6137 -0.5270
I3 3.0884 0.5022 1.4063
C2 1.7667 -0.3766 -0.1276

---

Number 1: strongest force on any atom 0.45 eV/Å. Number 2: strongest force on any atom 3.41 eV/Å. Number 3: strongest force on any atom 7.06 eV/Å. Number 4: strongest force on any atom 3.53 eV/Å.